Record 1
Computed, not measured: a structure of composition C34H25N4NiO7Si, with the ωB97M-V functional and the def2-TZVPD basis.

Geometry as XYZ:
```
72
Properties=species:S:1:pos:R:3:mulliken_charge:R:1
C 12.631 10.909 7.497 0.013
H 12.276 7.681 12.767 0.439
C 6.297 13.386 10.757 -0.725
C 11.683 15.156 10.923 -0.271
C 8.282 11.775 5.699 -0.976
C 13.715 10.095 7.260 -1.360
C 8.534 17.894 9.610 -0.238
O 12.558 15.637 11.672 -0.815
H 7.613 18.453 9.391 0.471
H 11.675 10.444 7.620 0.486
H 7.199 11.821 13.666 0.362
N 12.735 12.275 7.596 -0.077
C 9.180 11.963 6.735 -0.049
H 12.638 15.817 7.035 0.254
C 8.144 10.252 8.101 -0.477
H 8.015 9.801 9.080 0.313
O 8.317 20.177 10.709 -0.623
C 7.300 10.765 5.879 -0.490
C 14.069 14.284 7.401 -0.275
H 17.365 14.536 6.431 0.394
H 6.546 10.721 5.085 0.316
C 6.216 12.994 12.079 -0.562
C 10.868 8.110 11.259 -0.668
C 10.182 9.152 10.600 -0.515
C 8.469 12.404 10.549 0.879
H 17.190 12.029 6.479 0.284
H 13.079 15.606 8.562 0.318
H 15.331 15.911 6.889 0.335
Ni 11.363 13.436 8.618 0.417
H 9.539 8.911 9.782 0.179
H 15.697 10.196 6.511 0.517
H 13.635 9.021 7.250 0.453
O 11.688 13.857 10.572 -0.461
H 7.425 13.510 8.960 0.853
H 9.291 11.541 12.277 0.359
O 7.586 17.340 7.198 -0.632
N 9.171 19.460 11.311 0.932
C 10.478 17.283 11.014 -0.744
C 9.431 18.182 10.682 -0.215
N 12.921 15.099 7.686 -0.416
O 9.914 14.759 8.480 -0.727
C 8.668 16.647 9.046 -0.391
Si 9.889 11.863 9.493 1.564
C 14.882 10.718 6.865 -0.563
H 11.263 17.598 11.747 0.465
C 11.777 10.745 11.430 -0.424
C 10.719 10.501 10.596 0.559
O 7.068 15.274 7.952 -0.549
C 11.870 8.423 12.142 -0.523
C 16.315 12.698 6.665 -0.380
C 7.385 13.127 9.950 -0.777
C 7.233 12.257 12.661 -0.596
H 5.383 13.280 12.716 0.359
C 9.103 11.250 7.897 0.993
C 8.400 12.007 11.888 -0.552
C 10.552 16.039 10.479 0.773
C 16.432 14.074 6.548 -1.093
C 12.235 9.738 12.291 -0.705
N 7.705 16.357 7.986 0.911
O 9.822 19.755 12.348 -0.616
H 10.482 7.093 11.087 0.342
C 13.948 12.870 7.320 0.916
C 15.115 12.098 7.011 0.420
H 6.690 9.087 7.024 0.325
H 8.309 12.459 4.955 0.534
H 13.035 9.958 13.019 0.356
C 9.719 15.694 9.354 0.998
H 9.991 12.738 6.677 0.001
C 7.213 10.042 7.061 -1.263
H 5.538 14.052 10.427 0.428
C 15.310 14.785 6.907 -0.170
H 12.134 11.749 11.643 0.399
```

The calculation puts the lowest unoccupied orbital energy (alpha / beta) at 1.0 / 1.0 eV. The expectation value of S² is 2.012. Its spin multiplicity is 3. The HOMO energy (alpha / beta) comes out at -0.1179 / -0.1816 hartree. The charge is -1. The calculation puts the orbital gap (alpha / beta) at 4.227 / 5.938 eV.

---

Record 2
Computed, not measured: a cluster of 2 separate species, C5H10O2 in total, with the ωB97M-V functional and the def2-TZVPD basis.

Geometry as XYZ:
```
17
Properties=species:S:1:pos:R:3:mulliken_charge:R:1
H -1.051 -1.529 -0.613 0.374
C -1.178 -0.018 1.041 -0.623
H -2.196 -0.262 1.335 0.416
O -0.719 -2.391 -0.900 -0.701
H 0.650 -0.317 -1.576 0.368
H 1.584 0.871 1.113 0.438
O -0.895 1.701 -0.805 -0.542
H 0.286 -1.564 1.684 0.360
C -0.005 -0.645 1.181 -0.934
C 0.807 0.429 0.479 0.392
H -1.788 2.064 -0.753 0.304
H 2.261 -0.514 -0.849 0.341
H 0.227 -2.316 -0.734 0.334
C 1.384 0.142 -0.907 -1.474
H -0.527 2.040 1.210 0.329
C -0.535 1.229 0.468 0.274
H 1.698 1.081 -1.374 0.345
```

Its structure (SMILES) is C[C@@H]1C=C[C@@H]1O.O. The value obtained for the energy above the lowest of the compared OMol25 structures with the same formula, charge and spin is 64.69 kcal per mole. The calculation puts the lowest unoccupied orbital energy at 0.7 eV. The HOMO energy comes out at -0.3637 hartree. The calculation puts the orbital gap at 10.647 eV.

---

Record 3
Computed, not measured: the ion C6H11N3S2 with charge +2, with the ωB97M-V functional and the def2-TZVPD basis.

Geometry as XYZ:
```
22
Properties=species:S:1:pos:R:3:mulliken_charge:R:1
C 0.856 -0.069 0.026 0.228
H -4.666 2.475 0.140 0.267
H -0.185 -1.743 0.462 0.186
C -1.589 -0.362 0.295 0.302
N -0.282 -0.770 0.179 -0.103
H -3.426 3.556 0.927 0.338
C -2.764 1.620 0.116 0.563
H 3.475 0.341 -1.313 0.350
C 2.379 -1.996 0.039 -0.831
H 0.743 1.068 -0.144 0.285
H 2.745 1.339 0.020 0.334
H 3.040 -2.290 -0.877 0.350
H 3.887 0.006 0.408 0.374
N 2.039 -0.613 -0.051 0.045
S -2.883 -1.587 0.343 0.141
C -3.558 2.520 0.516 -0.628
S -4.466 -0.713 -0.178 -0.060
N -1.829 0.863 -0.320 -0.184
H -1.459 0.919 -1.214 0.296
H 3.216 -2.209 0.851 0.324
H 1.563 -2.681 0.007 0.324
C 3.165 0.323 -0.231 -0.902
```

The calculation puts the lowest unoccupied orbital energy (alpha / beta) at -9.0 / -9.1 eV. The HOMO energy (alpha / beta) comes out at -0.5824 / -0.5899 hartree. The charge is +2. The calculation puts the orbital gap (alpha / beta) at 6.870 / 6.978 eV.

---

Number 1: DFT total energy -3854.00930 Ha. Number 2: DFT total energy -346.92235 Ha. Number 3: DFT total energy -1195.08747 Ha.